No. 1
{
  "formula": "C22H42N2O9",
  "method": "ωB97M-V with the def2-TZVPD basis set",
  "symbols": ["C", "C", "C", "O", "C", "O", "C", "N", "C", "N", "C", "O", "C", "C", "C", "H", "H", "H", "H", "H", "H", "H", "H", "H", "H", "H", "H", "H", "H", "H", "H", "H", "H", "C", "C", "O", "C", "C", "O", "H", "H", "H", "H", "H", "H", "H", "H", "C", "C", "O", "C", "C", "O", "H", "H", "H", "H", "H", "H", "H", "H", "C", "C", "O", "C", "C", "O", "H", "H", "H", "H", "H", "H", "H", "H"],
  "positions_angstrom": [[-5.6847, 2.2939, -0.4694], [-4.6471, 1.6478, -1.1912], [-4.3012, 0.0668, -1.0820], [-4.7073, -0.3457, 0.2479], [-3.8452, -1.3600, 0.8004], [-3.6138, -2.4631, -0.1694], [-4.8251, -3.2296, -0.0721], [-5.8608, -3.8661, -0.1347], [-2.4791, -0.8114, 1.4577], [-1.3093, -0.7913, 0.5105], [-2.6451, 0.5966, 2.2449], [-2.4943, 0.4782, 3.6806], [-3.6035, -0.2163, 4.2998], [-4.7132, 0.7342, 4.9739], [-5.0596, 2.0557, 4.1267], [-6.4407, 1.7070, 0.1720], [-5.8490, 3.4379, -0.4932], [-4.0140, 2.3068, -1.8922], [-4.9012, -0.4463, -1.9326], [-3.1957, -0.0958, -1.3243], [-4.4441, -1.8538, 1.6653], [-2.1871, -1.5859, 2.2748], [-1.1583, -1.7108, 0.0746], [-1.3885, -0.0282, -0.1772], [-3.5979, 1.1707, 1.9782], [-1.7637, 1.2572, 1.8754], [-4.1531, -0.9581, 3.6223], [-3.1482, -0.8516, 5.1605], [-4.4731, 1.0283, 6.0536], [-5.6926, 0.1090, 5.0164], [-5.9665, 2.6423, 4.5343], [-5.3743, 1.7109, 3.0615], [-4.1869, 2.7900, 4.0197], [3.4794, 1.8112, 0.0685], [2.5169, 0.9972, -0.7716], [1.1529, 1.3281, -0.4596], [0.4737, 2.3507, -1.0069], [1.2219, 3.3923, -1.7861], [-0.7235, 2.4532, -0.8192], [3.3836, 2.8804, -0.1328], [4.5106, 1.5127, -0.1305], [3.2707, 1.6701, 1.1327], [2.7088, 1.0914, -1.8423], [2.6372, -0.0624, -0.5283], [1.4827, 4.2155, -1.1168], [0.5734, 3.7655, -2.5800], [2.1179, 3.0180, -2.2734], [3.3751, -1.9487, -6.1777], [2.9833, -1.7584, -4.7265], [3.0265, -0.3702, -4.3592], [2.0173, 0.4979, -4.5533], [0.8732, 0.1030, -5.4416], [2.0664, 1.6052, -4.0597], [2.6787, -1.4450, -6.8515], [3.3977, -3.0102, -6.4342], [4.3628, -1.5196, -6.3652], [2.0106, -2.1968, -4.4912], [3.7122, -2.2655, -4.0891], [1.0750, 0.4547, -6.4557], [-0.0357, 0.5788, -5.0699], [0.6756, -0.9666, -5.4570], [5.2409, -2.0339, 4.1152], [4.4866, -0.9913, 3.3152], [5.3259, -0.4119, 2.3034], [5.5185, -0.9425, 1.0818], [5.0687, -2.3510, 0.8183], [6.0988, -0.3085, 0.2268], [5.5619, -2.8678, 3.4872], [4.6162, -2.4276, 4.9200], [6.1447, -1.5998, 4.5507], [3.5613, -1.3793, 2.8830], [4.1972, -0.1716, 3.9777], [5.9049, -3.0295, 1.0003], [4.7630, -2.4285, -0.2263], [4.2109, -2.6585, 1.4125]],
  "forces_ev_per_a": [[1.5, -1.3, -1.1], [-1.7, 1.3, 1.3], [-0.6, 2.2, -1.3], [1.6, -1.7, -0.8], [-0.9, 0.8, 2.2], [-4.0, -1.6, 1.3], [-1.8, -1.3, -1.5], [5.8, 3.4, 0.5], [0.5, -1.0, 0.1], [-1.0, 0.3, 0.6], [0.7, 0.8, -1.1], [-1.3, -0.8, -0.9], [-0.4, -0.4, 1.6], [-0.9, 0.3, -0.3], [-0.4, -0.3, -0.8], [1.5, 0.9, -1.0], [0.4, -2.2, -0.3], [-0.9, -1.3, 1.3], [0.8, 0.5, 1.6], [-1.5, 0.2, 0.7], [0.8, 1.1, -1.4], [-0.6, 1.2, -1.3], [-0.3, 0.8, 0.1], [0.2, -0.6, 0.4], [1.2, -1.1, 0.3], [-1.4, -1.2, 0.7], [1.0, 1.2, 0.5], [-0.7, 1.0, -1.5], [0.0, -0.5, -1.6], [1.6, 1.0, 0.0], [1.5, -1.1, -0.4], [0.6, 0.7, 1.7], [-1.1, -1.2, 0.2], [0.0, 0.2, 0.1], [0.4, 0.2, 0.0], [-0.6, -0.4, 0.0], [-0.3, 0.3, 0.0], [0.2, 0.1, -0.5], [0.7, -0.5, 0.1], [0.0, -0.1, -0.1], [-0.1, 0.0, 0.0], [0.0, -0.1, -0.1], [-0.1, 0.1, 0.1], [-0.3, 0.1, 0.1], [-0.1, -0.1, 0.0], [0.0, 0.0, 0.2], [0.0, 0.0, 0.2], [0.0, 0.1, -0.2], [0.0, -0.1, -0.3], [0.1, 0.2, 0.5], [-0.1, 0.6, 0.0], [-0.5, -0.3, 0.2], [0.3, -1.0, -0.3], [0.0, -0.1, 0.0], [0.0, 0.1, 0.0], [-0.1, -0.1, 0.1], [0.0, 0.1, -0.1], [-0.1, 0.3, 0.1], [0.0, 0.0, 0.1], [0.2, 0.2, -0.1], [0.1, 0.0, -0.2], [0.2, -0.1, -0.1], [0.1, -0.2, 0.2], [0.0, 0.5, -0.1], [0.4, 0.2, -0.6], [-0.6, -0.2, -0.2], [-0.4, -0.3, 0.9], [-0.1, 0.0, 0.0], [0.0, 0.0, -0.1], [-0.2, 0.0, 0.0], [0.1, 0.0, -0.1], [0.1, 0.1, -0.3], [-0.1, 0.0, 0.0], [0.3, 0.0, 0.0], [0.1, -0.1, 0.2]],
  "smiles": "C=CCO[C@@H](OC#N)[C@@H](N)COCCC.CCOC(C)=O.CCOC(C)=O.CCOC(C)=O",
  "relative_energy_kj_mol": 456.1,
  "gap_ev": 9.2,
  "largest_force_ev_per_a": 6.7,
  "homo_energy_ev": -9.07,
  "e_tot_ha": -1649.944923,
  "lumo_ev": 0.18
}

=====

No. 2
{
  "formula": "C22H43Br2FO6",
  "method": "ωB97M-V with the def2-TZVPD basis set",
  "symbols": ["C", "C", "Br", "C", "Br", "C", "O", "C", "C", "O", "C", "C", "C", "C", "C", "O", "C", "O", "C", "C", "F", "H", "H", "H", "H", "H", "H", "H", "H", "H", "H", "H", "H", "H", "H", "H", "H", "H", "H", "H", "H", "H", "H", "H", "C", "C", "O", "C", "C", "H", "H", "H", "H", "H", "H", "H", "H", "H", "H", "C", "C", "O", "C", "C", "H", "H", "H", "H", "H", "H", "H", "H", "H", "H"],
  "positions_angstrom": [[-3.1042, -4.0970, 1.2384], [-3.0054, -4.1964, -0.2559], [-3.8643, -5.7319, -1.0270], [-2.3788, -3.3335, -0.9821], [-2.2966, -3.4977, -2.8873], [-1.6822, -2.1101, -0.4372], [-2.1619, -0.9885, -1.1518], [-2.5117, 0.1194, -0.3585], [-3.7553, -0.1513, 0.5047], [-4.0150, 0.9226, 1.3977], [-4.2783, 0.5150, 2.7238], [-5.7782, 0.3054, 3.0595], [-6.6967, 0.0633, 1.8584], [-6.9962, -1.4128, 1.5956], [-7.8711, -1.5793, 0.3508], [-7.0874, -1.9312, -0.8005], [-6.8405, -0.8872, -1.6302], [-5.8510, -0.8297, -2.2276], [-1.3401, 0.7537, 0.4184], [-1.0796, 0.2502, 1.8324], [-0.1977, 0.6742, -0.3482], [-3.7671, -3.3032, 1.5796], [-2.1087, -3.9547, 1.6540], [-3.4735, -5.0174, 1.6749], [-0.6201, -2.2618, -0.6422], [-1.8445, -2.0640, 0.6322], [-2.8427, 0.8741, -1.0683], [-3.7189, -1.1232, 0.9978], [-4.5805, -0.2152, -0.2041], [-3.7072, -0.3634, 3.0240], [-3.9166, 1.3189, 3.3658], [-5.8322, -0.5955, 3.6757], [-6.1568, 1.0966, 3.6968], [-7.6582, 0.5195, 2.1013], [-6.3681, 0.5411, 0.9360], [-6.0844, -2.0029, 1.5091], [-7.5771, -1.8370, 2.4142], [-8.6070, -2.3665, 0.4838], [-8.4198, -0.6460, 0.1956], [-7.6476, -0.1433, -1.6967], [-1.5671, 1.8142, 0.4885], [-1.0887, 1.0343, 2.5818], [-1.7306, -0.5519, 2.1641], [-0.0666, -0.1568, 1.8464], [2.8094, 2.2315, -2.0409], [2.7827, 1.9134, -0.5558], [4.0706, 1.7841, 0.0252], [4.9077, 2.9225, -0.0442], [4.3365, 4.1499, 0.6458], [3.3694, 1.4682, -2.5844], [1.7938, 2.2692, -2.4358], [3.2830, 3.1937, -2.2453], [2.2870, 0.9556, -0.4081], [2.1910, 2.6559, -0.0090], [5.1584, 3.1445, -1.0880], [5.8412, 2.6422, 0.4464], [3.4084, 4.4858, 0.1815], [5.0491, 4.9748, 0.5991], [4.1222, 3.9328, 1.6936], [9.9484, 0.4019, -0.6672], [9.6080, -0.3144, -1.9638], [8.3628, -0.9853, -1.9382], [7.2199, -0.1793, -1.7064], [7.0130, 0.9067, -2.7482], [9.9392, -0.2988, 0.1692], [10.9385, 0.8548, -0.7345], [9.2344, 1.1948, -0.4392], [10.3579, -1.0832, -2.1540], [9.6514, 0.3780, -2.8122], [7.2562, 0.2511, -0.6997], [6.3667, -0.8572, -1.7224], [7.8342, 1.6254, -2.7602], [6.0938, 1.4561, -2.5403], [6.9412, 0.4721, -3.7467]],
  "forces_ev_per_a": [[0.2, -0.4, 0.3], [-1.3, -1.8, 1.1], [0.1, 0.4, 0.3], [0.8, 1.3, -1.8], [0.2, 0.2, 0.5], [0.0, -0.8, -1.0], [0.0, 0.1, 0.6], [-0.1, 0.5, 0.1], [-0.3, 0.1, -0.7], [0.5, -0.5, 0.2], [-0.5, 0.7, 0.7], [0.4, -0.7, -0.4], [-0.6, -0.1, 0.4], [-0.3, 0.1, -0.3], [0.0, -0.4, 0.2], [-0.4, 0.7, 0.4], [-2.0, -0.7, 1.5], [2.8, 0.4, -2.1], [-0.9, 0.4, 0.6], [0.9, -0.5, -0.1], [0.4, -0.3, -0.3], [0.0, 0.2, -0.1], [0.0, 0.2, 0.2], [-0.1, -0.2, -0.1], [0.2, 0.3, 0.2], [0.0, 0.2, 0.1], [0.2, 0.0, -0.3], [0.2, 0.0, 0.3], [-0.1, -0.2, 0.0], [0.1, -0.2, -0.4], [0.1, 0.1, 0.0], [-0.1, 0.0, 0.2], [0.0, 0.4, -0.2], [-0.1, 0.1, -0.1], [0.3, 0.1, 0.1], [0.0, -0.1, -0.2], [0.2, 0.1, 0.3], [0.0, -0.2, 0.0], [0.0, 0.0, -0.3], [-0.2, 0.0, 0.2], [-0.1, 0.1, 0.0], [-0.2, 0.2, 0.0], [-0.2, 0.0, -0.1], [0.0, -0.1, 0.0], [0.1, 0.1, 0.0], [-0.1, 0.0, -0.1], [0.1, -0.2, 0.1], [0.0, 0.1, 0.0], [-0.1, 0.0, 0.0], [0.0, 0.0, 0.0], [0.0, 0.0, 0.0], [-0.1, 0.0, 0.0], [0.1, 0.0, 0.1], [0.0, 0.0, 0.0], [0.0, 0.1, 0.0], [0.0, -0.1, 0.0], [0.0, 0.0, 0.0], [0.0, 0.0, 0.0], [0.0, 0.0, 0.0], [-0.1, 0.0, 0.1], [0.1, 0.1, 0.0], [0.0, -0.2, 0.0], [0.0, 0.1, 0.0], [0.1, 0.0, -0.1], [0.0, 0.0, 0.0], [0.0, 0.0, 0.0], [0.0, 0.0, 0.0], [-0.1, -0.1, 0.0], [0.0, 0.1, 0.0], [0.0, 0.1, 0.0], [0.1, -0.1, 0.0], [0.0, 0.0, 0.1], [0.0, 0.0, 0.0], [0.0, 0.0, 0.0]],
  "smiles": "C/C(Br)=C(/Br)CO[C@@H](COCCCCCOC=O)[C@@H](C)F.CCOCC.CCOCC",
  "gap_ev": 9.6,
  "largest_force_ev_per_a": 3.5,
  "homo_energy_ev": -9.05,
  "e_tot_ha": -6563.269198,
  "lumo_ev": 0.53
}

=====

No. 3
{
  "formula": "C22H43CrN2P3S",
  "method": "ωB97M-V with the def2-TZVPD basis set",
  "symbols": ["Cr", "P", "P", "P", "H", "C", "C", "H", "C", "C", "C", "C", "C", "C", "C", "C", "C", "H", "H", "H", "H", "H", "H", "H", "H", "H", "H", "H", "H", "H", "H", "H", "H", "H", "H", "H", "H", "H", "H", "H", "H", "H", "H", "H", "H", "H", "C", "C", "C", "C", "C", "C", "S", "H", "H", "H", "H", "H", "H", "N", "C", "C", "C", "N", "C", "C", "H", "H", "H", "H", "H", "H"],
  "positions_angstrom": [[-0.6726, 1.1640, -0.7892], [-0.8376, 0.3868, 2.1422], [2.1629, -3.4092, 0.1209], [-2.2208, 2.7852, -0.3174], [-1.4264, -0.1227, -3.5324], [-1.2882, 0.7090, -2.8046], [0.1018, 1.1631, -2.7563], [0.8695, 0.4665, -3.1627], [-2.3744, -0.4183, 2.7788], [0.3221, -0.4019, 3.3607], [-0.9991, 1.9882, 3.0524], [2.9441, -4.7278, -0.7364], [3.1661, -2.6878, 1.4489], [0.5050, -3.7859, 0.6931], [-2.7750, 3.4986, -1.8914], [-1.5491, 4.2783, 0.5402], [-3.7975, 2.1795, 0.3948], [-2.0964, 1.4102, -3.1115], [0.3922, 2.1866, -3.0840], [-2.3624, -0.4510, 3.8793], [-2.4273, -1.4470, 2.4006], [-3.2567, 0.1395, 2.4428], [-0.0599, -0.2534, 4.3831], [1.3231, 0.0458, 3.3091], [0.4053, -1.4838, 3.1872], [-0.9682, 1.8155, 4.1371], [-1.9374, 2.4952, 2.8024], [-0.1562, 2.6331, 2.7804], [3.9993, -4.7282, -0.4651], [2.8175, -4.5391, -1.8081], [2.4475, -5.6579, -0.4566], [3.7458, -3.4911, 1.9452], [2.4664, -2.2111, 2.1796], [3.8470, -1.9178, 1.0292], [0.4354, -4.8815, 0.8165], [-0.2337, -3.4560, -0.0547], [0.3080, -3.2748, 1.6563], [-3.5787, 4.2121, -1.6562], [-3.1220, 2.8021, -2.6737], [-1.8797, 4.0449, -2.2259], [-2.1643, 5.1388, 0.2317], [-0.5099, 4.4527, 0.2106], [-1.5497, 4.1896, 1.6369], [-4.5943, 2.8230, -0.0128], [-3.7932, 2.2012, 1.4977], [-3.9418, 1.1448, 0.0348], [-0.5322, -2.4481, -2.1628], [-1.8081, -2.4370, -1.5302], [-2.6943, -3.4851, -1.7882], [-2.3019, -4.5758, -2.5678], [-1.1271, -4.4788, -3.3358], [-0.2999, -3.3649, -3.2100], [0.8256, -1.5484, -1.6385], [2.2480, -2.4822, -1.0366], [-2.0710, -1.6690, -0.7946], [-3.6628, -3.4847, -1.2812], [-2.9171, -5.4907, -2.6664], [-0.8966, -5.2980, -4.0116], [0.6574, -3.2753, -3.7298], [4.5984, 3.9346, 1.2236], [3.5356, 3.2031, 0.7502], [2.7993, 3.6811, -0.3566], [1.6760, 2.9959, -0.7689], [1.2906, 1.8062, -0.2255], [2.0925, 1.2648, 0.7408], [3.1711, 1.9492, 1.2780], [4.8440, 4.8261, 0.8107], [5.1392, 3.6071, 2.0184], [3.0577, 4.6097, -0.8577], [1.0622, 3.3687, -1.5998], [1.8878, 0.2410, 1.0723], [3.7389, 1.5420, 2.1144]],
  "forces_ev_per_a": [[2.4, -3.1, 0.9], [-0.8, 0.3, 1.3], [1.1, 1.2, -0.1], [-1.1, 1.4, -0.3], [0.1, -0.5, 1.7], [1.3, 1.4, -2.2], [-1.6, 0.4, -2.1], [-0.6, 0.4, 0.9], [0.0, -0.1, -0.4], [0.5, -0.2, -0.4], [0.2, 0.1, -0.3], [-0.1, -0.9, 0.0], [-0.2, 0.1, 0.4], [-0.3, -0.1, 0.1], [0.2, 0.5, -0.1], [-0.1, -0.1, 0.0], [0.3, -0.1, 0.2], [1.0, -0.2, 0.7], [-0.5, -0.4, 0.8], [0.0, 0.1, -0.4], [-0.2, 0.2, 0.1], [0.1, -0.3, 0.1], [0.0, 0.0, -0.5], [-0.2, -0.1, 0.0], [0.0, 0.3, 0.0], [-0.1, 0.0, -0.3], [0.2, -0.1, 0.1], [-0.1, 0.0, 0.1], [0.0, -0.2, -0.2], [0.1, -0.3, 0.2], [0.4, -0.2, -0.1], [-0.3, 0.5, -0.1], [0.7, -0.4, -0.5], [-0.3, -0.6, 0.3], [-0.1, 0.5, 0.1], [0.3, -0.3, 0.4], [0.1, -0.3, -0.6], [0.3, -0.1, -0.2], [0.1, 0.4, 0.6], [-0.5, 0.0, -0.4], [0.2, -0.3, 0.2], [-0.5, -0.1, 0.1], [-0.1, 0.0, -0.5], [0.2, -0.3, 0.3], [-0.1, 0.0, -0.5], [-0.1, 0.4, 0.2], [-0.3, 0.2, -0.2], [-0.1, -0.6, -0.1], [0.0, 0.5, 0.8], [0.1, -0.2, -0.8], [-0.3, 0.1, 0.0], [0.4, -1.0, 0.4], [-1.9, 2.0, -0.8], [-0.1, -0.8, 1.6], [0.2, -0.2, -0.3], [0.3, -0.1, -0.2], [0.3, 0.8, 0.2], [0.1, 0.3, 0.0], [-0.4, -0.2, -0.1], [-1.1, -1.1, -0.2], [1.4, 1.3, 0.0], [-0.8, -0.1, -0.2], [0.5, -0.2, 0.3], [-0.3, 0.0, -0.3], [0.2, 0.7, -0.1], [-0.4, -0.4, 0.0], [-0.1, -0.3, 0.1], [-0.2, 0.2, -0.4], [0.0, -0.1, 0.1], [0.4, -0.1, 0.5], [-0.2, 0.5, -0.1], [-0.1, -0.1, -0.3]],
  "relative_energy_kj_mol": 244.3,
  "gap_ev": [6.3, 6.3],
  "largest_force_ev_per_a": 4.0,
  "multiplicity": 4,
  "homo_energy_ev": [-16.17, -16.58],
  "s_squared": 4.128,
  "total_charge": 3,
  "e_tot_ha": -3439.243356,
  "lumo_ev": [-9.90, -10.26]
}